# 1
Computed, not measured: a structure of composition C3H2EuO3 at a distorted geometry, with ωB97M-V/def2-TZVPD.

CARTESIAN COORDINATES (ANGSTROEM)
H: 0.82386 -1.22068 0.21909
C: 0.51318 -0.46187 -1.46808
O: 1.43389 -0.76544 -0.62964
O: 0.53814 0.19012 -2.45477
C: -1.73794 0.91322 1.08608
C: -1.26546 0.17899 0.25584
O: -0.74679 -0.72878 -0.52566
H: -2.13386 1.64645 1.76334
Eu: 2.57499 0.24799 1.75381

Results
⟨S²⟩   12.01
LUMO energy (spin up / spin down)   -4.400 / -5.237 eV
Net charge   +1
2S+1   7
Gap between HOMO and LUMO (spin up / spin down)   6.17 / 7.96 eV

# 2
Computed, not measured: an isolated molecule of C3H2F2 at a distorted geometry, with ωB97M-V/def2-TZVPD.

CARTESIAN COORDINATES (ANGSTROEM)
C: -0.08750 1.45648 -0.94108
C: -0.00623 0.45389 -0.24118
C: 0.02946 -0.75879 0.48990
F: 0.84351 -0.71783 1.57213
F: 0.37522 -1.83458 -0.25719
H: -0.17256 2.32290 -1.51393
H: -0.98190 -0.92207 0.89134

Results
LUMO energy   0.934 eV
Relative energy (zero: lowest compared OMol25 entry of this formula, charge and spin)   3.4 kcal/mol
Gap between HOMO and LUMO   12.00 eV

Question: Which formula does entry 2 have?
Answer: C3H2F2